# 1
The following is a quantum chemistry calculation of an isolated ion of composition C20H34N and charge +1, from the Open Molecules 2025 dataset.

```
55
Properties=species:S:1:pos:R:3:forces:R:3
H 0.303407 -2.955468 1.318346 0.0 0.0 -0.1
H -1.476623 4.817018 1.791400 0.0 0.1 0.0
H -1.088132 -4.632611 2.442066 0.1 0.0 0.1
H -0.083510 1.694330 -1.928464 0.1 0.0 0.0
H 2.567230 2.416504 -1.618594 0.0 -0.2 0.1
H 3.004720 3.080128 -3.914385 0.1 0.0 0.0
H -3.005239 -3.894401 3.852446 -0.1 -0.1 0.0
H -0.337454 -0.979041 2.691404 0.1 0.1 0.1
H 1.147263 -1.553363 -0.155870 0.1 -0.1 0.1
C 2.571922 1.660594 -2.406166 0.4 0.7 -0.4
H -3.009286 -1.198371 1.242020 -0.1 0.0 -0.1
C -2.879999 -1.814317 3.296771 -0.2 -0.1 -0.3
H 2.138070 1.701261 -4.557233 0.0 0.0 -0.1
H -0.615480 -3.352690 3.560176 0.1 0.0 0.1
C -0.929823 -1.233330 1.806593 -0.3 -0.1 -0.5
C -1.703286 1.821226 0.248786 0.1 0.0 0.1
C -0.735801 1.112088 0.951955 -0.1 0.0 -0.2
H -2.274266 1.325706 -0.524544 -0.1 -0.1 -0.1
C -1.969539 3.146735 0.546921 0.0 0.1 0.0
C -0.040857 1.763930 1.966543 -0.1 0.0 -0.1
H -0.339129 -0.050262 -2.034357 0.1 0.0 0.0
H 3.095031 -1.008685 -1.979004 -0.1 0.1 0.1
H -1.320902 -2.986704 0.615924 0.0 0.0 -0.1
C 1.028766 -0.582963 0.321047 -0.2 0.1 -0.3
C -2.404909 -0.964870 2.122192 0.2 0.1 0.4
H 1.286928 2.932145 -3.614637 -0.1 0.0 0.0
C -1.267275 3.785853 1.554008 0.0 0.1 0.0
H -2.731879 3.676866 -0.003336 -0.1 0.1 0.0
H -3.931936 -1.604611 3.494960 0.0 0.0 0.1
C -2.688489 -3.296226 2.997458 0.2 0.1 0.3
C -0.746370 -2.723937 1.508129 0.2 0.1 0.4
H 3.180167 -0.244012 -4.333146 0.1 0.1 -0.1
C 1.763989 0.513794 -0.457978 0.1 -0.1 0.9
C 2.368511 -0.876245 -3.987220 0.0 0.1 0.1
H -1.077781 -0.622242 -0.230956 0.0 0.0 0.0
C -1.224533 -3.576757 2.681752 -0.2 -0.1 -0.3
H 1.466389 -0.653792 -4.549542 -0.1 0.0 -0.1
H 0.212058 0.838651 -3.455203 0.1 0.0 0.0
H 2.642637 -1.904557 -4.211710 0.0 -0.1 0.0
H -2.312341 -1.546720 4.190489 0.0 0.0 0.1
N 1.675072 0.536421 -1.959023 0.1 0.0 0.1
H -2.549034 0.091164 2.356624 -0.1 0.0 -0.1
H 1.418366 -1.529442 -2.196991 0.1 0.2 0.1
C 2.154873 -0.778615 -2.485378 0.2 -0.7 -0.4
H -3.307482 -3.579208 2.143222 -0.1 -0.1 0.0
C -0.464623 -0.338537 0.631052 0.1 0.0 0.4
C 0.284293 0.771834 -2.373826 -0.8 0.1 -0.2
H 0.238607 3.576478 3.060127 0.1 0.1 0.1
H 1.549337 -0.645709 1.278932 0.1 0.0 0.0
H 2.828333 0.441976 -0.221899 0.0 0.1 -0.2
H 1.396872 1.477942 -0.096843 0.2 0.0 -0.2
C 2.210038 2.367484 -3.705183 0.0 -0.1 0.1
C -0.304399 3.089110 2.264930 0.0 0.0 0.1
H 3.583501 1.256997 -2.473921 -0.1 -0.1 0.1
H 0.703998 1.231451 2.539135 0.1 -0.1 0.1
```
Positions in Å, forces in eV/Å.

Calculated values
E_HOMO in eV: -11.89
Total charge: +1
SMILES string: CC[N+](C)(CC)CC[C@H](c1ccccc1)C1CCCCC1
Energy above the lowest of the compared OMol25 structures with the same formula, charge and spin in kcal per mole: 6.16
LUMO in eV: -2.3
Orbital gap in eV: 9.63

# 2
The following is a quantum chemistry calculation of C14H12IrN4Se5 as an isolated structure, from the Open Molecules 2025 dataset.

```
36
Properties=species:S:1:pos:R:3:forces:R:3
C 3.532747 -0.685919 4.628131 0.0 0.0 0.0
C -1.466423 0.588397 -4.355098 0.0 0.1 0.0
Se -5.289068 2.332191 0.989028 0.0 0.1 0.0
C 2.495004 -2.356788 6.060015 0.0 0.1 0.0
C 2.014927 -1.831406 1.582737 0.0 0.0 -0.1
H -1.553991 1.391594 -2.368392 -0.1 0.0 0.0
H 1.179975 -3.802827 5.150607 0.0 0.0 0.0
H -1.158573 -0.476932 -6.203904 0.0 0.0 0.0
Se -5.271887 0.216328 1.367513 0.0 -0.1 0.0
Se -1.030206 -0.122371 1.939013 0.2 0.0 -0.1
H 4.623237 0.000502 1.769667 0.0 0.0 0.0
C 3.556897 0.137256 1.604679 -0.1 -0.1 0.1
C 0.576814 -2.360236 -5.323280 -0.1 0.1 0.1
H -2.137450 1.330279 -4.763023 0.0 0.0 0.0
Se -1.443898 1.597219 0.519391 -0.1 -0.1 -0.1
H 3.842482 -0.820850 6.730855 0.0 0.0 0.0
Se 1.612202 -1.901886 -0.266871 0.0 0.0 0.1
C 3.335988 -1.246100 5.875059 0.0 -0.1 0.0
Ir -0.252110 -0.340900 -0.297767 0.1 0.1 0.2
C -0.053480 -1.308118 -4.561911 0.2 -0.2 -0.1
N 1.087169 -3.194804 -5.924025 0.0 0.0 0.0
N 1.531507 -2.686661 2.489988 -0.1 -0.1 0.1
C -0.923316 -0.402591 -5.150520 0.0 0.0 -0.1
H 3.226968 1.068628 2.059776 0.0 0.0 0.0
H 0.914542 -1.894300 -2.750540 0.0 -0.1 0.0
C 2.853122 -1.281471 3.573423 0.1 0.2 -0.2
N -0.321005 -0.260975 -2.430221 -0.2 -0.1 -0.1
N 2.826217 -0.976575 2.205458 0.1 0.2 0.1
H 0.903204 -3.435603 2.245783 0.0 0.0 0.0
H 4.183185 0.166567 4.485733 0.0 0.0 0.0
H 3.347676 0.156751 0.540716 0.0 0.0 0.0
H 2.373304 -2.763632 7.054551 0.0 0.0 0.0
C 0.222500 -1.204081 -3.208132 0.0 0.1 0.1
C 2.024378 -2.374156 3.757477 -0.2 -0.2 -0.2
C -1.146965 0.629703 -3.014393 0.1 0.0 0.1
C 1.822704 -2.944691 5.006919 0.0 0.0 0.0
```
Positions in Å, forces in eV/Å.

Calculated values
E_HOMO (spin up / spin down) in eV: -10.71 / -11.51
Total charge: +1
2S+1: 5
LUMO (spin up / spin down) in eV: -3.7 / -4.9
Orbital gap (spin up / spin down) in eV: 7.03 / 6.62
⟨S²⟩: 6.024

# 3
The following is a quantum chemistry calculation of one molecule with the formula C2H3N3S at a distorted geometry, from the Open Molecules 2025 dataset.

```
9
Properties=species:S:1:pos:R:3:forces:R:3
H 0.517573 1.062578 0.735005 -1.0 0.0 -1.3
C 1.051199 -1.403505 0.624578 -0.5 0.1 1.7
N -0.456727 -0.134449 -0.765940 0.3 0.0 0.0
C -0.326120 0.977352 -0.051899 -1.8 2.5 1.2
H -2.006983 1.929373 -0.689678 0.2 -0.8 -0.5
H 0.671554 -1.518003 -1.383841 0.7 0.4 2.3
N 0.556930 -1.006290 -0.439995 0.0 -2.6 -4.4
S 1.161993 -1.859788 2.100640 0.5 0.0 -0.5
N -1.169419 1.952732 -0.128870 1.6 0.4 1.4
```
Positions in Å, forces in eV/Å.

Calculated values
E_HOMO in eV: -7.78
Energy above the lowest of the compared OMol25 structures with the same formula, charge and spin in kcal per mole: 99.75
LUMO in eV: -1.9
Orbital gap in eV: 5.85

# 4
The following is a quantum chemistry calculation of C39H34N4O3PSn as an isolated structure at a distorted geometry, from the Open Molecules 2025 dataset.

```
82
Properties=species:S:1:pos:R:3:forces:R:3
H 7.977360 1.684497 -2.719940 0.0 -0.1 0.0
C 9.566376 0.917719 0.210740 0.0 0.0 -0.1
C 0.952626 -3.330761 -3.861626 0.0 0.0 0.0
C 0.121463 -2.219232 -3.809167 0.0 0.0 0.0
C -3.769459 3.029992 -0.100832 0.0 0.2 0.0
Sn -1.766908 0.516955 0.731538 -0.1 -0.4 1.1
C 1.538182 0.653003 -0.989976 0.0 -0.1 0.0
H -7.729397 3.331632 -1.366538 0.0 0.0 0.0
C 1.148087 -2.760775 1.508143 0.0 0.0 0.0
H 3.472623 0.539405 2.282731 0.0 0.0 0.0
C 0.542946 -3.758435 -1.529203 -0.1 -0.1 0.0
H 1.778670 -4.985747 -2.775685 0.0 0.0 0.0
C 2.916228 0.757127 -1.063893 0.0 0.0 0.0
C -0.416350 5.114615 0.272680 0.0 0.0 0.0
C 8.148190 1.389433 -1.693530 -0.2 0.0 0.1
C -5.656205 4.557817 -0.203564 0.0 0.1 0.0
H -1.943556 -4.932658 -0.074289 0.0 0.0 0.0
H -5.810408 2.420983 -0.355109 0.0 0.0 0.0
H -0.856609 -3.709809 4.671568 0.0 0.0 0.0
H 0.940467 0.686267 -1.892117 0.0 0.0 0.0
C 3.647903 0.704537 0.119550 0.2 0.0 0.0
H 1.031114 0.349113 2.219437 0.0 0.0 0.0
H 10.573967 0.856008 0.602565 0.0 0.0 0.0
H -7.954359 3.274761 0.415814 0.0 0.0 0.0
C 9.390682 1.277359 -1.157071 0.1 0.0 0.2
C -3.372674 5.437598 0.067630 -0.3 0.2 0.0
H -0.056937 -1.631880 -4.700417 0.0 0.0 0.0
H 8.672926 0.330715 2.107105 0.0 0.1 0.0
H 1.435970 -3.600308 -4.791396 0.0 0.0 0.0
H 0.186513 4.939135 -0.621960 0.0 0.0 0.0
H -2.047122 -3.071765 2.614730 0.0 0.0 0.0
H 0.691854 -4.381076 -0.655669 0.0 0.0 0.0
C -0.293980 -3.442463 3.786960 0.0 0.0 0.0
H 2.891204 -3.196440 2.673557 0.0 0.0 0.0
H -4.538873 -0.368873 0.790714 -0.1 0.0 0.0
N 0.884110 0.499303 0.164096 0.0 0.2 -0.1
C -5.149090 -2.809692 0.161127 -0.1 0.0 0.0
H 0.250859 5.065411 1.131755 0.0 0.0 0.0
C 5.109505 0.800307 0.033944 -0.2 0.0 -0.2
P -1.147394 -2.114994 0.037815 0.2 0.0 -0.6
C -5.234850 -4.190955 0.109081 0.0 0.0 0.0
C 1.155420 -4.102711 -2.726204 0.0 0.0 0.0
C -4.745083 5.658933 -0.070940 0.2 0.0 0.0
C -3.909706 -2.185474 0.125535 -0.1 0.0 0.1
H 3.415747 0.878845 -2.014429 0.0 0.0 0.0
C -0.279014 -2.635405 -1.462644 0.0 0.1 0.0
H -4.145010 -6.039023 -0.015394 0.0 0.0 0.0
C 2.969236 0.561158 1.324927 -0.1 0.0 0.1
C -1.391873 3.980118 0.371510 -0.1 0.0 -0.1
C 1.091977 -3.477927 3.806608 0.0 0.0 0.0
H 10.267955 1.467503 -1.759778 0.0 0.0 0.0
H -8.859082 4.454042 -0.568171 0.0 0.0 0.0
C -4.079682 -4.960128 0.019777 0.0 0.1 0.0
C -2.846419 -4.335916 -0.012267 0.1 0.0 0.0
H 5.725608 0.355159 2.000178 0.0 0.0 0.0
N 5.963160 0.586985 1.048546 0.2 0.1 0.1
C -0.485211 -1.871606 -2.612405 0.0 0.0 0.0
C 7.249565 0.781447 0.552798 -0.3 -0.1 -0.1
C -2.746773 -2.943175 0.050256 0.0 -0.1 0.0
C -0.248297 -2.739818 1.475885 -0.1 0.1 0.1
C 1.587562 0.462740 1.295795 0.1 0.0 0.0
O -6.912577 4.925913 -0.303625 -0.1 -0.1 -0.1
C 1.809633 -3.142568 2.664808 0.0 0.0 0.0
H 1.716362 -2.500405 0.622814 0.0 0.0 0.0
C 7.032195 1.120465 -0.827908 0.3 0.1 -0.1
C 8.491070 0.644236 1.088408 0.2 0.0 0.0
N 5.739625 1.113887 -1.122378 -0.1 0.0 0.2
H -2.741677 6.305195 0.177152 0.0 0.0 0.0
C -7.926020 3.913554 -0.466564 0.1 0.1 0.0
O -3.378412 1.829460 -0.192822 0.2 0.2 -0.3
H -6.053224 -2.214456 0.216725 0.0 0.0 0.0
C -5.169020 3.279519 -0.223984 0.2 -0.1 0.0
H -4.103924 -0.368288 -0.760014 0.0 0.1 0.0
C -2.842129 4.171857 0.094583 0.0 -0.2 0.0
O -0.951822 2.878218 0.683638 0.0 0.1 -0.2
H 1.611875 -3.773169 4.708265 0.0 0.0 0.0
H -6.205677 -4.668306 0.126545 0.0 0.0 0.0
N -3.834376 -0.728149 0.152777 -0.1 -0.4 -0.1
C -0.963198 -3.074300 2.627846 0.0 0.0 0.0
H -5.153328 6.661190 -0.071340 0.0 0.0 0.0
H -0.841285 6.107571 0.200420 0.0 0.0 0.0
H -1.139837 -1.005000 -2.576217 0.0 0.0 0.0
```
Positions in Å, forces in eV/Å.

Calculated values
E_HOMO (spin up / spin down) in eV: -15.02 / -15.02
Total charge: +3
Energy above the lowest of the compared OMol25 structures with the same formula, charge and spin in kcal per mole: 32.14
LUMO (spin up / spin down) in eV: -10.6 / -9.9
Orbital gap (spin up / spin down) in eV: 4.41 / 5.14